1.
C36H24BaN5O6S | the ωB97M-V functional and the def2-TZVPD basis

Atoms and positions in Å:
H  -4.167  5.457  3.734
H  -1.755  -3.076  -5.951
O  -1.609  -1.074  2.108
H  1.264  -5.815  2.718
C  -1.674  -4.109  -2.015
C  -3.216  -2.683  1.343
C  1.068  1.423  -3.088
C  -4.166  -3.066  0.407
H  -2.823  -0.853  3.777
C  0.128  4.090  2.837
C  2.083  -5.508  2.075
C  -3.812  -1.000  -0.764
H  3.169  -7.349  2.300
H  -4.050  -0.313  -1.571
C  -3.218  3.036  1.536
H  -5.110  3.832  2.098
H  -2.199  -4.598  -4.031
H  5.064  -6.619  0.864
H  1.522  2.064  -2.334
Ba  1.236  -0.647  -0.088
H  4.982  -4.383  -0.204
C  4.216  -5.964  1.031
C  -1.877  -1.316  3.487
C  0.543  2.340  1.191
C  -1.275  -2.383  -5.273
C  -3.513  4.801  3.173
C  2.020  -4.226  1.500
N  -2.397  0.747  0.117
C  -0.743  -1.264  -5.762
C  -0.873  2.161  1.051
N  -1.201  0.940  0.461
O  3.310  -1.486  0.652
C  -0.615  -1.786  -3.004
H  -1.716  5.550  4.056
C  -0.028  -0.553  -3.542
C  -2.840  -0.607  0.153
C  4.166  -4.711  0.435
N  -0.871  -1.082  -7.252
H  -3.644  2.341  0.832
C  2.992  -2.520  -0.017
H  -4.677  -4.015  0.515
H  0.464  1.201  -6.394
N  0.563  0.290  -2.661
H  1.443  2.747  -4.751
C  0.993  3.323  2.156
H  0.495  4.810  3.563
C  -2.151  4.853  3.346
C  -1.291  4.010  2.625
H  -1.894  -2.380  3.714
C  -1.214  -2.685  -3.877
O  1.386  1.657  0.519
O  -0.094  -0.329  -7.798
C  3.091  -3.862  0.655
C  -1.805  3.064  1.703
C  -4.461  -2.222  -0.658
H  -2.060  -5.014  -1.567
H  -1.058  -0.862  4.034
H  -5.199  -2.510  -1.400
O  2.459  -2.464  -1.167
O  -1.735  -1.707  -7.824
H  -2.968  -3.338  2.168
C  -0.080  -0.285  -4.919
H  -1.055  -3.245  -0.119
C  -4.037  3.881  2.254
C  0.473  0.945  -5.349
C  -2.539  -1.473  1.213
N  -0.576  -2.002  -1.675
C  3.158  -6.362  1.844
C  1.028  1.798  -4.438
H  2.064  3.393  2.317
C  -1.098  -3.117  -1.197
C  -1.742  -3.882  -3.356
S  0.684  -3.094  1.830

Output
E = -68987.9265 eV
Net charge = -1
Highest occupied orbital energy = -3.92 eV
Maximum force = 2.84 eV/A
Kohn-Sham gap = 4.880 eV
ΔE to the lowest compared entry with this formula, charge and spin = 35.3 kcal per mole

Mulliken charges in e: 0.376, 0.525, 0.367, 0.377, -1.257, -0.308, -0.382, -0.735, 0.350, -1.014, -0.631, -0.338, 0.333, 0.458, -0.659, 0.385, 0.415, 0.358, 0.479, 1.773, 0.396, -0.517, -1.070, 0.623, -0.539, -0.543, 0.453, -1.058, -0.079, -0.630, 0.946, -0.892, -1.120, 0.337, -0.214, 0.062, -0.406, 0.973, 0.593, 0.389, 0.433, 0.500, 0.316, 0.416, -0.725, 0.291, -0.698, 1.029, 0.318, 1.486, -0.933, -0.609, 0.065, 0.593, -0.765, 0.506, 0.240, 0.397, -0.817, -0.601, 0.217, 0.828, 0.465, -0.637, -0.523, 0.737, 0.499, -0.457, -0.912, 0.417, -0.493, -0.865, -0.295

=====

2.
C66H93Br2Cl3GeN4O2P2RbSSi | the ωB97M-V functional and the def2-TZVPD basis

Atoms and positions in Å:
H  1.472  4.050  -4.476
H  -4.179  -4.382  3.194
C  -5.738  1.530  3.313
H  2.096  -4.646  -2.469
N  0.228  -1.857  -2.534
H  -1.505  6.404  4.193
C  2.084  3.966  -3.576
H  7.015  1.266  -1.947
C  3.724  3.633  -1.454
H  -2.942  -6.333  4.124
S  -1.444  -2.893  1.596
C  -1.625  3.726  2.009
H  -2.014  8.356  -1.225
C  5.390  1.989  0.884
H  0.378  -4.368  2.000
Cl  2.396  -4.560  3.440
H  -0.034  2.964  -5.041
C  -3.223  0.020  3.307
H  -1.209  6.415  2.449
C  0.102  5.612  -1.220
C  6.156  -0.127  -3.709
H  1.965  -2.368  -1.547
C  -4.463  2.114  3.926
C  1.550  2.892  -2.628
H  -0.295  5.093  -3.292
H  -2.343  1.845  3.945
C  -2.072  4.574  3.200
H  8.708  4.456  -0.983
C  0.762  4.532  2.382
H  -4.482  3.204  3.869
H  6.759  4.430  1.338
H  -4.502  -0.144  1.589
C  -0.603  -5.189  0.233
H  8.773  1.281  1.035
C  7.815  3.833  -1.099
C  8.878  1.957  0.185
C  4.454  3.412  -2.778
Br  0.379  -6.081  -4.491
C  3.516  3.607  -3.992
C  -0.687  -2.232  -3.421
C  0.514  -6.217  0.061
H  -4.433  1.855  4.991
C  6.399  2.038  -0.066
H  -4.998  2.393  -2.555
C  4.088  0.330  -0.447
H  -3.103  4.914  3.069
H  0.324  4.725  4.480
C  -5.718  0.003  3.357
C  -0.678  -3.472  -4.044
H  5.427  2.571  1.794
C  -1.196  2.211  -3.391
H  4.295  -2.132  -1.620
H  0.174  2.773  1.274
C  0.445  -0.599  4.491
C  5.085  -1.898  -2.329
H  -1.455  -1.502  -3.656
C  -2.484  6.510  -2.260
H  4.963  -2.529  -3.216
C  5.032  -0.412  -2.708
C  -3.993  2.317  -0.658
H  8.523  4.335  1.450
H  -4.697  -0.474  -1.369
H  -6.629  -0.398  2.904
H  -4.773  4.296  1.994
P  -2.559  2.140  1.634
H  -1.362  1.864  -6.770
C  0.332  -4.352  -3.691
H  3.488  4.696  -1.332
C  0.283  5.347  3.582
C  -1.762  7.293  -1.165
C  -0.880  2.362  -4.740
H  -2.191  6.902  -3.241
H  -3.281  0.429  -6.138
H  8.961  1.351  -0.718
C  -0.120  1.242  5.969
Ge  3.251  -2.640  2.353
Br  2.928  1.185  2.026
O  -2.483  -3.007  0.526
C  -5.757  4.336  0.106
H  2.862  -0.334  -2.772
C  0.545  0.034  5.736
C  -1.625  1.733  -5.727
C  1.299  -3.986  -2.778
C  -3.283  -4.746  2.686
H  3.660  0.960  -3.685
C  -0.149  3.325  2.161
H  -6.609  1.918  3.853
Rb  0.814  -0.753  0.733
H  2.080  4.949  -3.102
C  4.297  1.172  0.679
H  1.907  3.080  -0.470
H  4.380  3.351  -0.629
N  1.845  -0.950  7.714
C  -3.008  0.756  -4.033
N  -0.683  2.236  6.166
C  1.277  -0.527  6.801
H  -6.576  4.165  -1.873
C  -4.817  3.856  1.007
H  3.482  2.689  -4.587
C  -3.179  1.557  3.303
C  -3.943  2.835  0.638
H  3.899  4.398  -4.643
H  -0.189  5.227  -0.238
H  -2.662  4.469  -2.945
C  -0.254  7.096  -1.298
H  -5.827  1.850  2.274
C  -2.086  -3.870  3.044
C  7.657  2.887  0.102
H  1.585  1.934  -3.159
H  6.153  0.921  -4.023
H  -1.735  4.320  1.093
H  0.933  6.213  3.740
H  -3.211  -0.324  4.349
H  -2.092  6.924  -0.188
H  -2.331  -3.108  3.785
H  -5.688  -0.333  4.399
H  5.301  4.099  -2.847
H  -0.932  -4.805  -0.735
C  -4.954  2.797  -1.548
C  -4.481  -0.508  2.622
H  0.271  7.642  -0.509
C  5.137  0.423  -1.432
H  0.079  7.504  -2.259
Cl  3.296  -3.767  0.288
H  1.783  4.182  2.543
H  0.602  -3.436  0.527
Cl  5.447  -3.048  2.905
H  2.748  1.744  -1.235
H  6.944  4.486  -1.178
C  1.202  -2.708  -2.237
C  -3.065  -6.215  3.045
H  4.863  2.398  -2.771
H  7.906  3.274  -2.031
H  -3.915  -6.823  2.730
H  -2.470  4.646  -1.204
H  -1.429  -3.740  -4.773
H  -2.008  3.989  4.118
H  -4.464  -1.601  2.592
H  7.525  3.121  2.260
O  3.050  -0.403  -0.541
H  -3.466  -4.642  1.613
H  6.006  -0.746  -4.596
H  0.760  5.168  1.489
P  -0.230  2.975  -2.017
H  1.184  5.487  -1.305
C  -1.159  5.794  3.353
N  0.411  -1.143  3.466
H  -3.841  0.115  -3.763
H  -2.168  -6.604  2.562
H  -0.053  2.657  3.024
H  9.803  2.531  0.304
C  -5.835  3.797  -1.172
C  -0.118  -4.031  1.092
H  -6.423  5.139  0.401
H  0.232  -6.990  -0.658
C  -0.626  4.793  -2.291
H  -3.567  6.631  -2.161
C  -2.697  0.928  -5.372
H  -1.242  -4.448  3.418
C  -3.635  -0.625  -1.152
Si  -2.690  1.026  -1.191
H  3.616  -0.690  -4.340
C  -2.282  1.395  -3.024
H  -1.470  -5.664  0.697
C  3.704  -0.102  -3.421
H  0.737  -6.691  1.019
H  -3.225  -1.328  -1.880
C  2.456  2.784  -1.369
H  -2.329  -0.378  2.821
C  6.229  1.240  -1.202
H  7.138  -0.369  -3.295
H  6.041  -2.137  -1.857
H  1.431  -5.733  -0.275
C  7.608  3.744  1.369
H  -3.551  -1.115  -0.184
C  -2.131  5.026  -2.171

Output
E = -352129.4500 eV
Net charge = -2
Highest occupied orbital energy (alpha / beta) = -2.80 / -2.85 eV
Multiplicity = 2
Maximum force = 0.89 eV/A
Kohn-Sham gap (alpha / beta) = 6.026 / 5.997 eV
ΔE to the lowest compared entry with this formula, charge and spin = 28.0 kcal per mole
⟨S²⟩ = 0.753

Here are the Mulliken charges for atoms 1 to 99, given in e: 0.846, 0.514, -0.244, 0.598, 0.707, 0.484, -0.716, 0.209, -1.462, 0.404, 0.808, 2.249, 0.476, -0.341, -0.165, -0.520, 0.252, -0.652, 0.093, 1.449, -2.441, -0.130, -1.539, -0.038, 0.892, -0.367, -0.350, 0.502, -0.003, 0.217, 0.364, -0.455, 0.052, 0.386, -1.502, -1.766, 1.510, -0.207, -2.108, -0.013, -1.316, 0.597, 0.287, 0.397, -1.912, -0.029, 0.336, -1.243, -0.862, 0.491, -0.788, -0.036, -0.075, -0.191, -1.432, 0.007, -1.332, 0.470, 2.887, 0.718, 0.448, 0.617, 0.459, 0.025, 0.218, 0.394, -0.066, 0.608, -1.038, -0.388, -0.363, 0.348, 0.359, 0.270, 0.258, 0.820, -0.200, -0.991, -0.896, -0.606, 0.426, -0.995, -0.836, -0.094, -0.796, -0.846, 0.453, -0.369, 0.212, 0.698, -1.244, 0.287, -0.640, -0.233, -0.635, -0.211, 0.367, 0.129, 0.363

=====

3.
C47H56N3O4PdSbSi3 | the ωB97M-V functional and the def2-TZVPD basis

Atoms and positions in Å:
C  -3.699  1.332  -4.456
H  -1.122  -3.045  2.807
H  -2.639  5.451  -0.260
H  3.086  1.116  -8.509
H  3.506  0.461  5.108
C  -2.587  2.757  0.134
C  -2.852  3.456  -3.722
C  -0.343  -3.221  -4.953
C  -3.888  2.692  -4.239
H  3.127  4.217  -0.512
H  5.178  1.411  1.555
C  1.504  1.846  -7.255
C  1.067  -0.262  3.107
H  -3.055  -0.598  -1.898
H  2.501  3.117  -1.744
H  -0.840  3.471  -3.003
C  -5.264  -0.729  2.298
H  -0.584  -3.564  -5.951
H  2.463  -2.358  4.921
O  -7.865  -1.112  1.587
H  -0.737  6.940  -0.766
H  -0.761  2.236  2.743
H  -0.669  -2.667  1.155
C  -0.206  -4.132  -3.916
H  1.324  2.995  2.349
N  2.506  -0.150  0.263
C  -0.161  -1.864  -4.717
H  -0.347  -5.190  -4.098
H  -4.839  3.151  -4.474
C  3.899  0.467  4.090
H  6.109  0.840  -0.679
C  2.684  -2.732  1.803
H  -1.780  -1.613  4.304
C  -1.635  2.857  -3.419
H  1.548  6.044  -0.985
C  3.103  0.193  -6.570
C  -3.944  -0.540  2.588
H  0.033  1.076  6.695
C  3.028  -0.508  -0.910
H  0.217  -4.380  -1.825
C  2.175  2.682  2.955
C  1.569  -2.833  4.510
H  1.761  -3.907  4.431
H  -0.997  2.729  4.422
H  -2.352  -0.324  -4.325
C  4.576  0.878  0.829
H  0.755  -2.691  5.220
Si  2.516  0.837  2.869
C  0.147  -1.389  -3.443
H  2.401  -1.102  -1.561
C  -1.451  3.697  -0.105
C  0.892  1.767  -6.009
H  4.334  -0.516  3.893
C  2.365  3.466  -0.717
H  2.873  -3.753  2.146
H  -2.990  4.516  -3.548
Si  1.199  -2.129  2.796
C  -0.103  3.190  -0.165
C  -1.382  -0.915  5.038
C  -2.532  -0.559  -0.926
H  3.064  3.209  2.594
H  2.533  2.607  -0.070
C  -1.636  5.045  -0.318
C  0.995  4.039  -0.537
C  2.610  1.060  -7.538
C  1.370  0.899  -5.032
C  0.281  -2.320  -2.413
H  1.110  2.520  -8.006
H  -6.009  -0.758  3.080
Sb  0.471  0.708  -3.088
C  -2.481  0.739  -4.155
C  -4.757  -0.844  -0.055
O  -7.401  -1.206  -0.513
C  0.740  0.927  5.873
Si  -0.214  0.375  4.332
C  0.731  5.377  -0.734
H  -4.506  0.732  -4.859
H  0.496  -1.991  -1.403
H  -2.196  1.705  3.607
H  2.874  -0.582  -4.594
H  4.703  1.207  4.053
H  1.289  1.862  5.744
Pd  0.322  -0.001  0.987
H  3.963  -0.429  -6.785
H  -3.622  -0.412  3.611
C  3.271  0.515  1.153
H  -0.252  -1.171  -5.546
O  -1.717  -0.352  1.897
C  -1.129  1.905  3.715
C  2.487  0.118  -5.330
H  -2.768  2.165  -0.767
N  0.104  1.926  0.107
H  1.990  3.009  3.980
N  -7.079  -1.083  0.657
H  -2.372  2.058  0.943
C  -1.434  1.493  -3.630
C  -0.287  -3.045  2.106
H  0.021  2.382  -5.810
H  2.508  -2.768  0.727
C  5.100  0.551  -0.410
H  -5.091  -0.953  -1.080
H  4.687  -0.483  -2.260
C  -3.399  -0.660  0.220
C  -5.671  -0.887  0.963
H  -2.226  -0.397  5.505
C  0.110  -3.678  -2.643
C  -0.563  5.883  -0.616
H  -0.883  -1.480  5.827
H  0.049  -4.077  1.959
H  -3.497  3.306  0.373
H  1.452  0.160  6.192
C  4.317  -0.175  -1.291
C  -2.934  -0.510  1.569
O  -1.318  -0.413  -0.918
H  3.595  -2.155  1.975

Output
E = -95955.4250 eV
Highest occupied orbital energy (alpha / beta) = -7.50 / -8.07 eV
Multiplicity = 5
Maximum force = 1.08 eV/A
Kohn-Sham gap (alpha / beta) = 7.715 / 6.183 eV
⟨S²⟩ = 6.067

Here are the Mulliken charges for atoms 1 to 99, given in e: -0.442, 0.178, 0.500, 0.371, 0.367, -0.249, -0.649, -0.817, -0.706, 0.550, 0.445, -0.644, 0.760, 0.004, 0.230, 0.404, -0.673, 0.410, 0.262, -0.651, 0.410, -0.433, -0.177, -0.629, -0.047, 2.306, -0.583, 0.395, 0.398, -1.285, 0.413, -1.100, 0.188, -0.629, 0.503, -0.666, -0.293, 0.398, -1.017, 0.472, -0.702, -1.158, 0.429, 0.532, 0.388, -0.598, 0.304, -0.228, 0.740, 0.503, 0.897, -0.298, 0.325, -0.998, 0.548, 0.464, 1.198, -0.581, -1.509, -0.486, 0.308, -0.367, -0.746, 1.047, -0.499, 0.245, -0.318, 0.404, 0.523, 0.196, -0.741, -0.322, -0.647, -1.283, 0.865, -0.905, 0.427, 0.222, 0.307, 0.334, 0.403, 0.330, 0.317, 0.390, 0.207, -0.220, 0.525, 1.848, -0.633, -0.232, -0.145, 0.059, 0.391, 1.038, -0.552, 0.942, -0.656, 0.344, 0.095

=====

4.
C2HFN2OS | the ωB97M-V functional and the def2-TZVPD basis

Atoms and positions in Å:
C  1.258  0.589  0.176
N  0.038  -0.271  -1.372
S  -2.087  -0.761  0.261
C  -0.479  -0.354  -0.252
H  -2.487  -1.044  -1.068
N  1.268  0.498  -1.148
F  2.172  1.137  0.893
O  0.314  -0.001  0.868

Output
E = -20668.6319 eV
Highest occupied orbital energy = -9.68 eV
Maximum force = 3.77 eV/A
Kohn-Sham gap = 10.140 eV
ΔE to the lowest compared entry with this formula, charge and spin = 20.2 kcal per mole

natural (NBO) charges in e: 0.796, -0.300, 0.059, 0.300, 0.177, -0.338, -0.259, -0.436

=====

5.
C18H22ClF2N3O4 | the ωB97M-V functional and the def2-TZVPD basis

Atoms and positions in Å:
H  -0.068  0.942  -0.073
C  -2.971  -2.274  1.204
C  -4.023  -6.132  -0.750
Cl  -6.451  -6.111  -1.919
H  -1.509  0.764  3.304
C  2.934  -0.077  1.680
H  4.521  1.490  -2.579
N  -5.358  -4.121  -0.640
H  4.128  3.743  -3.579
H  0.052  0.135  1.482
C  -4.189  -2.267  0.617
H  3.189  3.813  0.113
H  3.463  -0.855  1.140
H  -3.976  -7.149  -1.109
H  -3.279  0.191  1.007
H  2.925  0.963  -3.101
C  3.493  1.816  -2.725
O  -1.338  -1.559  2.756
C  2.907  2.252  -1.376
C  -2.049  1.166  2.448
C  3.488  2.884  -3.782
C  0.050  1.113  0.996
H  4.599  3.521  -0.909
H  1.281  2.820  -2.285
H  -4.906  -1.464  0.603
H  -0.711  2.789  2.149
F  3.871  2.355  -4.975
N  2.519  0.970  0.755
C  -1.105  1.960  1.552
H  2.053  -0.500  2.160
O  4.305  0.513  -0.534
N  -2.642  0.025  1.767
C  -2.225  -1.247  1.986
C  3.510  3.577  -0.901
H  -2.852  1.804  2.824
C  -3.178  -4.264  0.363
C  1.401  1.785  1.214
F  2.209  3.385  -3.973
H  -2.081  -6.124  0.195
H  1.407  2.749  0.716
H  -1.670  2.420  0.738
C  -2.983  -5.574  -0.036
C  -4.347  -3.578  0.051
H  3.188  4.394  -1.550
C  -5.168  -5.360  -1.011
O  -2.336  -3.475  1.073
H  3.598  0.325  2.451
O  1.487  2.344  -1.472
C  3.284  1.160  -0.346
H  1.555  1.964  2.283

Output
E = -49641.7623 eV
Highest occupied orbital energy = -9.20 eV
Maximum force = 0.09 eV/A
SMILES = CN(CCCCNC(=O)c1cc2nc(Cl)ccc2o1)C(=O)[C@](C)(O)CC(F)F
Kohn-Sham gap = 9.105 eV
ΔE to the lowest compared entry with this formula, charge and spin = 6.5 kcal per mole

natural (NBO) charges in e: 0.225, 0.211, -0.266, 0.002, 0.229, -0.413, 0.269, -0.403, 0.137, 0.215, -0.277, 0.221, 0.238, 0.239, 0.397, 0.240, -0.502, -0.597, 0.179, -0.221, 0.571, -0.419, 0.226, 0.491, 0.238, 0.206, -0.339, -0.428, -0.409, 0.206, -0.644, -0.604, 0.632, -0.637, 0.199, 0.236, -0.203, -0.375, 0.240, 0.222, 0.203, -0.184, 0.105, 0.213, 0.189, -0.377, 0.193, -0.738, 0.676, 0.189

=====

Among the records above, which one has the highest E?
C2HFN2OS

=====

Which of these has the highest maximum force?
C2HFN2OS

=====

Which formula does entry 2 have?
C66H93Br2Cl3GeN4O2P2RbSSi